The following is a quantum chemistry calculation of a molecular structure, C58H41BaBr2Cl4N11O2 at a distorted geometry, from OMol25.

The total energy comes out at -272167.6299 eV. Its HOMO-LUMO gap is 5.153 eV. The calculation puts the HOMO energy at -2.0 eV. The LUMO energy comes out at 3.18 eV. The value obtained for the molar mass is 1362.99 g/mol. As for the total charge: -2.

Last column: Löwdin charge in e.
Atoms and positions in Å:
Ba (-0.100, -1.030, -0.376)  1.8915
Cl (8.318, -1.140, -5.111)  0.6075
C (6.681, -1.134, -4.483)  -0.6749
C (5.992, 0.065, -4.444)  -0.1095
C (4.685, 0.078, -4.002)  -0.0173
C (4.075, -1.079, -3.519)  -0.1752
C (4.796, -2.265, -3.546)  0.0014
C (6.104, -2.301, -4.047)  -0.1040
C (2.743, -0.948, -2.913)  -0.0825
C (2.708, -1.036, -1.465)  -0.4530
C (2.906, -2.170, -0.669)  -0.1075
C (2.967, -1.674, 0.663)  -0.0871
C (2.886, -0.268, 0.519)  -0.3681
C (2.979, 0.769, 1.527)  -0.0574
C (4.279, 1.083, 2.134)  -0.1408
C (5.150, 0.116, 2.652)  0.0113
C (6.399, 0.429, 3.237)  -0.0861
C (6.849, 1.740, 3.204)  -0.6756
Cl (8.396, 2.275, 3.820)  0.6099
C (5.999, 2.699, 2.668)  -0.1262
C (4.739, 2.398, 2.204)  -0.0370
C (1.881, 1.497, 1.856)  -0.2152
N (0.674, 1.296, 1.166)  0.0740
C (-0.154, 2.236, 1.564)  -0.2477
C (-1.413, 2.613, 0.989)  -0.0780
C (-2.384, 3.409, 1.849)  -0.1795
C (-3.175, 2.773, 2.810)  -0.0056
C (-4.090, 3.487, 3.594)  -0.0851
C (-4.159, 4.881, 3.396)  -0.6536
Cl (-5.393, 5.768, 4.291)  0.5903
C (-3.335, 5.548, 2.503)  -0.1230
C (-2.430, 4.817, 1.775)  -0.0558
C (-1.690, 2.480, -0.351)  -0.2415
C (-2.672, 3.354, -1.017)  -0.0115
C (-2.607, 3.071, -2.312)  -0.0117
C (-1.584, 2.003, -2.503)  -0.2408
N (-1.065, 1.669, -1.283)  0.0464
C (-1.266, 1.536, -3.768)  -0.0821
C (-0.153, 0.658, -3.994)  -0.2357
C (0.541, 0.483, -5.319)  -0.0174
C (1.670, -0.171, -5.106)  -0.0271
C (1.709, -0.435, -3.648)  -0.2168
N (0.499, 0.015, -3.075)  0.0625
C (-2.070, 2.150, -4.903)  -0.2011
C (-1.499, 3.072, -5.786)  -0.0332
C (-2.203, 3.575, -6.879)  -0.1129
C (-3.504, 3.146, -7.105)  -0.6816
Cl (-4.368, 3.836, -8.454)  0.6209
C (-4.095, 2.307, -6.206)  -0.1160
C (-3.379, 1.755, -5.167)  -0.0222
C (0.406, 2.966, 2.707)  -0.0015
C (1.694, 2.572, 2.848)  0.0003
N (2.650, 0.099, -0.755)  0.0930
H (6.496, 0.992, -4.658)  0.0979
H (4.168, 1.011, -3.800)  0.1324
H (4.338, -3.145, -3.088)  0.1190
H (6.664, -3.201, -4.093)  0.0885
H (2.987, -3.198, -0.974)  0.0901
H (2.992, -2.262, 1.558)  0.0857
H (4.832, -0.912, 2.685)  0.1060
H (6.965, -0.338, 3.692)  0.0872
H (6.267, 3.765, 2.713)  0.1057
H (4.167, 3.199, 1.801)  0.1105
H (-3.106, 1.702, 2.933)  0.0848
H (-4.692, 3.042, 4.357)  0.0908
H (-3.404, 6.636, 2.414)  0.1041
H (-1.758, 5.347, 1.145)  0.1136
H (-3.365, 4.060, -0.518)  0.1135
H (-3.044, 3.614, -3.148)  0.1058
H (0.186, 0.835, -6.292)  0.1000
H (2.439, -0.487, -5.830)  0.1161
H (-0.477, 3.441, -5.561)  0.1334
H (-1.741, 4.237, -7.576)  0.0871
H (-5.115, 2.019, -6.293)  0.0975
H (-3.921, 1.143, -4.454)  0.1187
H (-0.075, 3.762, 3.253)  0.1000
H (2.429, 2.976, 3.537)  0.1017
C (-1.659, -5.113, -2.944)  -0.0590
C (-1.454, -4.404, -1.585)  -0.5386
O (-1.832, -3.203, -1.683)  -0.2032
C (-0.938, -5.129, -0.473)  -0.0697
C (-0.598, -4.638, 0.856)  -0.3578
C (-0.542, -5.664, 2.009)  -0.0607
N (-0.360, -3.359, 1.031)  -0.1279
N (-0.001, -2.993, 2.352)  0.0211
C (-0.464, -1.797, 2.709)  -0.5678
O (-1.260, -1.007, 2.080)  -0.2694
C (0.003, -1.285, 4.071)  -0.1415
C (1.015, -1.902, 4.829)  -0.0346
C (1.340, -1.419, 6.088)  -0.0979
C (0.644, -0.339, 6.636)  -0.1177
C (-0.372, 0.274, 5.929)  -0.0767
C (-0.687, -0.213, 4.646)  -0.0762
H (-1.639, -4.264, -3.632)  0.0659
H (-2.654, -5.632, -2.974)  0.0769
H (-0.894, -5.833, -3.223)  0.0516
H (-0.797, -6.206, -0.614)  0.0688
H (-0.674, -6.670, 1.612)  0.0491
H (-1.367, -5.497, 2.719)  0.0659
H (0.420, -5.522, 2.535)  0.0646
H (1.480, -2.764, 4.370)  0.0976
H (2.070, -1.967, 6.665)  0.0880
H (0.941, 0.066, 7.585)  0.0826
H (-0.868, 1.172, 6.268)  0.0960
H (-1.444, 0.273, 4.049)  0.0861
Br (-5.095, -1.186, -1.825)  0.5484
C (-4.975, -3.032, -1.276)  -1.0369
Br (-6.556, -4.119, -1.709)  0.4843
H (-4.922, -3.036, -0.197)  -0.0340
H (-4.053, -3.454, -1.725)  -0.0152
N (-3.219, -1.863, 4.608)  0.1470
N (-4.106, -1.714, 3.548)  -0.2858
N (-4.309, -0.506, 3.077)  0.1240
C (-5.337, -0.736, 2.214)  -0.2183
N (-5.699, -1.994, 2.229)  -0.0034
N (-4.932, -2.603, 3.094)  0.0393
H (-2.419, -1.269, 4.326)  0.0365
H (-2.873, -2.830, 4.526)  0.1063
H (-5.740, 0.063, 1.624)  0.0922